(1)
Formula: C9H8F15FeN2O12S5
Source: the Open Molecules 2025 dataset
Level of theory: ωB97M-V with the def2-TZVPD basis set

Computed properties:
- Relative energy (zero: lowest compared OMol25 entry of this formula, charge and spin): 409.5 kJ/mol
- Spin multiplicity: 5
- HOMO-LUMO gap (spin up / spin down): 9.2 / 9.1 eV
- Net charge: -1
- HOMO level (spin up / spin down): -6.99 / -6.99 eV

CARTESIAN COORDINATES (ANGSTROEM)
Fe 0.10253 0.45274 -0.27179
C 3.04093 3.76369 -2.38384
F 3.61756 4.13706 -1.16332
F 1.91875 4.45934 -2.67710
F 3.82167 3.94372 -3.46722
S 2.36438 1.91222 -2.33787
O 1.81630 1.62729 -3.70496
O 3.54466 1.11989 -2.06901
O 1.28362 1.72123 -1.33663
C -0.67436 -2.98575 -2.95399
F 0.29557 -3.75833 -3.54806
F -1.71869 -2.96430 -3.72934
F -0.99247 -3.50789 -1.76773
S 0.06995 -1.18281 -2.69800
O 1.27049 -1.29164 -1.88501
O 0.22754 -0.57559 -4.04155
N -1.05820 -0.24722 -1.71684
S -2.45299 -0.40153 -2.42715
O -2.42033 0.02956 -3.80013
O -3.10998 -1.66659 -2.07379
C -3.50510 0.94910 -1.46807
F -4.62210 1.23570 -2.18793
F -3.80779 0.49107 -0.23371
F -2.73007 2.05323 -1.46787
C -1.64651 1.47602 3.72491
F -0.73022 0.54051 4.01474
F -2.77628 0.83735 3.34971
F -1.87472 2.37200 4.73136
S -0.99417 2.40008 2.12489
O -2.02491 2.25423 1.11518
O -0.70665 3.74678 2.53455
N 0.33620 1.40880 1.45851
S 1.58379 2.14105 2.14581
O 1.98799 3.29671 1.36240
O 1.55254 2.39390 3.58211
C 2.97227 0.86875 1.92008
F 2.79032 -0.11732 2.73585
F 2.90899 0.43745 0.63653
F 4.12440 1.46862 2.19728
C -1.13530 -3.31346 1.55061
C 0.30816 -3.59369 1.18631
C 0.95147 -2.23142 1.22991
O -0.11688 -1.32392 0.87744
C -1.31288 -1.80117 1.50144
H -1.37884 -3.64270 2.56075
H -1.82531 -3.81097 0.86909
H 0.37219 -3.92033 0.14838
H 0.74844 -4.42465 1.73746
H 1.75562 -2.07110 0.51175
H 1.33415 -2.02309 2.22904
H -2.12779 -1.38616 0.90833
H -1.35794 -1.29644 2.46650

Atomic partial charges in e from the Mulliken method, atoms 1 to 8: 1.58, 0.45, -0.18, -0.22, -0.18, 0.95, -0.66, -0.71

---

(2)
Formula: C9H8F15O16S5Zr
Source: the Open Molecules 2025 dataset
Level of theory: ωB97M-V with the def2-TZVPD basis set

Computed properties:
- HOMO-LUMO gap: 2.5 eV
- Net charge: -1
- HOMO level: -7.50 eV

CARTESIAN COORDINATES (ANGSTROEM)
Zr -0.76731 -0.38422 0.55949
C 1.45995 4.83962 -2.34972
F 1.81588 6.12154 -2.24731
F 0.44271 4.65289 -3.21008
F 2.50608 4.06507 -2.64561
S 0.78580 4.18904 -0.65656
O 0.49143 2.74820 -0.80774
O 1.85796 4.45012 0.22134
O -0.46295 4.86099 -0.26488
C -5.05554 1.74293 -2.42256
F -4.91621 1.72293 -3.76057
F -4.28723 2.73566 -1.95685
F -6.31490 1.87899 -2.07346
S -4.20685 0.26683 -1.60796
O -4.95555 -0.98760 -1.80512
O -2.83297 0.19074 -2.01291
O -3.76185 0.55682 -0.27231
C 4.88342 -1.72623 3.07891
F 4.97927 -2.58485 2.03957
F 4.26434 -2.31930 4.11739
F 6.09073 -1.34682 3.47395
S 3.87411 -0.14541 2.46050
O 2.50046 -0.58961 2.19683
O 3.85944 0.84953 3.59340
O 4.50208 0.21120 1.20203
C -2.79731 4.14963 4.05454
F -2.19636 5.32432 3.68258
F -3.57306 4.42383 5.18134
F -3.52779 3.53812 3.12480
S -1.41390 2.89331 4.40962
O -1.39400 2.02536 3.21511
O -0.17260 3.68599 4.46419
O -1.59346 2.20200 5.64643
C -3.07921 -5.31505 2.12564
F -3.53293 -5.08453 3.37202
F -2.72979 -6.54788 1.91956
F -4.03336 -4.84760 1.27620
S -1.52604 -4.23979 1.77787
O -0.30008 -4.91943 2.08603
O -1.48344 -3.58684 0.49200
O -1.53991 -2.96818 2.46674
C 2.53067 -3.08533 -3.61814
C 1.78953 -2.04968 -4.35398
C 1.80528 -0.79928 -3.46098
O 1.66542 -1.41167 -2.13094
C 2.52326 -2.49164 -2.25647
H 3.52043 -2.97046 -4.06005
H 2.08403 -4.07887 -3.65677
H 0.74783 -2.34986 -4.46728
H 2.16578 -1.88867 -5.36424
H 0.95442 -0.16222 -3.70239
H 2.63610 -0.10017 -3.55629
H 2.19385 -3.20797 -1.50384
H 3.52456 -2.13633 -2.01306

Atomic partial charges in e from the Mulliken method, atoms 1 to 8: 2.40, 0.53, -0.18, -0.20, -0.19, 1.14, -0.55, -0.57

---

(3)
Formula: C9H8F6InN4O9S2
Source: the Open Molecules 2025 dataset
Level of theory: ωB97M-V with the def2-TZVPD basis set

Computed properties:
- HOMO-LUMO gap: 9.6 eV
- Net charge: +1
- HOMO level: -13.04 eV

CARTESIAN COORDINATES (ANGSTROEM)
In 0.06351 0.02139 -0.23262
F -1.41359 -1.97071 -2.85452
C -2.47429 -1.19201 -2.61782
F -3.48329 -1.60761 -3.34312
F -2.14059 0.04489 -2.98952
S -2.85589 -1.15901 -0.77532
O -1.51179 -1.30351 -0.16212
O -3.74359 -2.20781 -0.48792
N -3.41419 0.28709 -0.58112
S -2.51089 1.34049 0.12098
O -2.26289 1.07139 1.50068
O -1.26369 1.59479 -0.62502
C -3.42269 2.97019 -0.02182
F -3.84689 3.14839 -1.25422
F -2.55009 3.91399 0.29248
F -4.43519 3.00989 0.81888
O 4.38471 -0.05621 3.83958
C 3.22301 0.04939 4.43268
O 3.06911 0.03559 5.61998
C 1.99521 0.21709 3.55918
C 0.74041 0.52399 4.08588
N -0.12889 0.57739 3.07868
N 0.48101 0.31949 1.92608
C 1.77141 0.09789 2.17978
C 2.67701 -0.21721 1.03798
O 3.86891 -0.33631 1.19508
O 2.08811 -0.34571 -0.10652
H 4.37591 -0.10791 2.85358
H 0.49051 0.69509 5.11698
H -1.12389 0.80209 3.07438
C 1.68981 -2.00301 -2.53492
C 1.16101 -0.69961 -3.00782
N 1.44861 -0.31851 -4.23552
O 0.43701 0.05779 -2.30702
H 1.95891 -2.65961 -3.35672
H 0.95021 -2.47881 -1.88922
H 2.57561 -1.80651 -1.92862
H 2.01801 -0.88371 -4.84692
H 1.11441 0.57549 -4.57462

Atomic partial charges in e from the Mulliken method, atoms 1 to 8: 2.25, -0.24, 0.74, -0.20, -0.20, 1.03, -0.62, -0.56

---

(4)
Formula: C9H8I3NO2
Source: the Open Molecules 2025 dataset
Level of theory: ωB97M-V with the def2-TZVPD basis set

Computed properties:
- HOMO-LUMO gap: 8.5 eV
- HOMO level: -8.72 eV

CARTESIAN COORDINATES (ANGSTROEM)
C -1.54941 2.24388 2.67171
C -0.45822 2.88076 2.10407
C -1.91153 0.97424 2.24855
C 0.27367 2.24910 1.11778
C -1.18420 0.33594 1.26227
C -0.08028 0.96921 0.68947
C 0.74901 0.37220 -0.37830
C 0.05948 -2.51216 -2.79786
C 1.34121 -1.72151 -1.50234
N 0.59182 -0.96976 -0.59256
O 1.54375 1.03331 -1.03505
O 2.22124 -1.09012 -2.25664
I -1.38596 -3.62424 -1.72038
I 1.23320 -3.58162 -4.18454
I 2.22756 -3.46680 -0.49586
H -2.12542 2.73637 3.44039
H -0.18158 3.87236 2.42745
H -2.76807 0.48144 2.68335
H 1.12487 2.73316 0.66311
H -1.50980 -0.64147 0.93715
H -0.40283 -1.65049 -3.26593
H -0.03915 -1.50077 -0.00775
H 2.23065 -0.12303 -2.00809

Atomic partial charges in e from the Mulliken method, atoms 1 to 8: -0.37, -0.55, -0.75, -0.44, -0.34, 0.63, 0.70, -0.70

---

(5)
Formula: C9H8N2
Source: the Open Molecules 2025 dataset
Level of theory: ωB97M-V with the def2-TZVPD basis set

Computed properties:
- SMILES: Nc1cccc2ncccc12
- Relative energy (zero: lowest compared OMol25 entry of this formula, charge and spin): 146.8 kJ/mol
- HOMO-LUMO gap: 7.7 eV
- HOMO level: -7.36 eV

CARTESIAN COORDINATES (ANGSTROEM)
C -1.23514 0.67795 0.01022
C -2.23514 -0.35445 -0.17706
C -1.88429 -1.67213 -0.11388
C -0.57783 -2.01637 0.08437
C 0.38890 -0.98483 0.00677
C 2.66813 -0.62706 0.15096
C 2.48087 0.71959 -0.20911
C 1.20478 1.20594 -0.20217
C 0.09758 0.37162 -0.03075
H -0.67790 2.69916 0.24177
H -2.24302 2.49248 0.52338
H -3.32009 0.01830 -0.41144
H -2.58988 -2.47800 -0.14312
H -0.28650 -3.00910 0.22721
H 3.66163 -1.08501 0.24363
H 3.38725 1.40288 -0.25637
H 0.94337 2.20107 -0.41184
N -1.40361 1.95478 0.30115
N 1.62088 -1.51681 0.16628

Atomic partial charges in e from the Mulliken method, atoms 1 to 8: 0.66, -0.66, -0.34, -0.78, 0.50, -0.33, -0.56, -0.70

---

(6)
Formula: C9H8N4O
Source: the Open Molecules 2025 dataset
Level of theory: ωB97M-V with the def2-TZVPD basis set

Computed properties:
- SMILES: Oc1ccccc1/C=N\n1cnnc1
- Relative energy (zero: lowest compared OMol25 entry of this formula, charge and spin): 213.2 kJ/mol
- HOMO-LUMO gap: 8.9 eV
- HOMO level: -9.27 eV

CARTESIAN COORDINATES (ANGSTROEM)
C -2.21960 0.65417 0.27845
C -3.18752 -0.29968 0.55793
C -3.06206 -1.55675 -0.01360
C -1.89587 -1.85142 -0.76970
C -0.83028 -0.95911 -0.84394
C -1.01824 0.35764 -0.37412
C -0.02961 1.40594 -0.69990
C 3.29719 0.20270 -0.55427
C 1.82594 -0.42860 0.88085
H -1.84870 2.55455 0.42571
H -4.01866 0.04652 1.14541
H -3.80167 -2.31986 0.16062
H -1.76564 -2.84917 -1.15616
H 0.11152 -1.31360 -1.19596
H -0.32343 2.41838 -1.01662
H 3.69936 0.82992 -1.32617
H 0.86474 -0.49484 1.40158
N 1.25714 1.44254 -0.64480
N 1.98655 0.38725 -0.21598
N 3.86766 -0.61477 0.29778
N 2.94439 -1.06654 1.19252
O -2.57344 1.86742 0.79811

Atomic partial charges in e from the Mulliken method, atoms 1 to 8: 0.62, -0.60, -0.35, -0.75, -0.16, 0.42, -0.52, -0.06

---

(7)
Formula: C9H8NO
Source: the Open Molecules 2025 dataset
Level of theory: ωB97M-V with the def2-TZVPD basis set

Computed properties:
- Relative energy (zero: lowest compared OMol25 entry of this formula, charge and spin): 265.6 kJ/mol
- HOMO-LUMO gap: 7.5 eV
- Net charge: +1
- HOMO level: -13.88 eV

CARTESIAN COORDINATES (ANGSTROEM)
C 3.01184 0.85576 0.10523
C 2.85006 -0.55900 0.29785
C 1.93408 1.57326 -0.24987
C 1.65562 -1.22776 0.39294
C 0.58639 0.82628 -0.25856
C 0.53838 -0.60293 -0.20546
C -3.30936 0.62241 0.71537
C -1.77318 -0.66264 -0.78146
C -2.01275 0.57364 0.14741
N -0.46527 1.47790 0.01417
O -0.51369 -1.31650 -0.48561
H 3.88067 1.45158 0.06685
H 3.76974 -1.22843 0.49439
H 1.77565 2.66221 -0.45007
H 1.75870 -2.30799 0.61897
H -3.58312 1.48808 1.14979
H -2.67691 -1.28020 -0.73544
H -1.65032 -0.45398 -1.79351
H -3.96558 -0.30857 0.66005

Atomic partial charges in e from the Mulliken method, atoms 1 to 8: -0.48, -0.02, -0.42, -0.87, 0.72, 0.84, -0.86, -0.60

---

(8)
Formula: C9H8NO2
Source: the Open Molecules 2025 dataset
Level of theory: ωB97M-V with the def2-TZVPD basis set

Computed properties:
- SMILES: C=C1[C@H](O)c2ccccc2N1[O-]
- Relative energy (zero: lowest compared OMol25 entry of this formula, charge and spin): 144.6 kJ/mol
- HOMO-LUMO gap: 5.6 eV
- Net charge: -1
- HOMO level: -2.03 eV

CARTESIAN COORDINATES (ANGSTROEM)
C -0.94663 -1.64696 -1.97580
C -1.41461 -0.42373 -2.45314
C -0.30286 -1.69992 -0.73647
C -1.24104 0.74595 -1.74877
C -0.11981 -0.54718 -0.01576
C -0.56123 0.70644 -0.52111
C 0.42449 1.42993 1.38509
C 0.99757 2.12602 2.36590
C 0.50425 -0.37122 1.32972
N -0.24846 1.77349 0.25475
O -0.52633 3.02093 -0.07421
O 1.81216 -0.83548 1.53044
H -1.08749 -2.54890 -2.55961
H -1.92128 -0.39661 -3.41140
H 0.05739 -2.64727 -0.34900
H -1.59629 1.69919 -2.11332
H 0.95746 3.19989 2.38903
H 1.50944 1.60832 3.15782
H -0.10127 -0.74415 2.15630
H 2.34212 -0.46259 0.81902

Atomic partial charges in e from the Mulliken method, atoms 1 to 8: -0.52, -0.29, -0.56, -0.76, 0.40, -0.22, 0.19, -1.20

---

(9)
Formula: C9H8O
Source: the Open Molecules 2025 dataset
Level of theory: ωB97M-V with the def2-TZVPD basis set

Computed properties:
- Relative energy (zero: lowest compared OMol25 entry of this formula, charge and spin): 428.8 kJ/mol
- HOMO-LUMO gap (spin up / spin down): 6.9 / 6.8 eV
- HOMO level (spin up / spin down): -7.72 / -7.39 eV

CARTESIAN COORDINATES (ANGSTROEM)
C -2.75576 0.55991 0.33612
C -2.46757 -0.71679 -0.13001
C -1.77784 1.54477 0.29272
C -1.23870 -0.99719 -0.68182
C -0.51474 1.25973 -0.17557
C -0.21919 -0.01889 -0.70218
C 0.99240 -0.28236 -1.36364
C 2.48381 0.26047 -0.07247
C 3.02187 -0.98074 0.50762
O 2.75535 1.40447 0.04283
H -3.73521 0.78477 0.73024
H -3.22129 -1.49061 -0.08610
H -1.99919 2.53973 0.65329
H -1.01299 -1.98691 -1.05083
H 0.25020 2.02139 -0.20420
H 3.78108 -0.77184 1.26164
H 3.44939 -1.57216 -0.30061
H 2.20838 -1.55773 0.94295

Atomic partial charges in e from the Mulliken method, atoms 1 to 8: -0.39, -0.39, -0.53, -0.55, -0.38, 0.63, -0.43, 0.75

---

no.,calculated total energy (hartree)
1,-6112.78315
2,-5087.03502
3,-2829.50374
4,-1446.05376
5,-457.22275
6,-641.93477
7,-477.29179
8,-552.93362
9,-422.80383